The following is a quantum chemistry calculation of a structure of composition C20H35N2O2P2Tc in a non-equilibrium geometry, from OMol25.

Geometry as XYZ:
```
62
Properties=species:S:1:pos:R:3:forces:R:3:mulliken_charge:R:1
Tc 0.3213 0.3516 -0.9462 1.43 -0.31 1.20 0.330
P 2.3966 -0.2131 -1.7511 2.94 -0.26 -1.20 1.102
P -2.3514 0.3848 0.4205 1.20 -2.35 0.05 1.623
N -0.3729 0.5068 -2.6594 0.06 0.45 0.31 -0.601
H 3.2533 -0.2148 1.4410 0.09 0.77 -2.03 -0.184
C 3.0939 -1.9258 -1.8995 -0.24 -0.40 0.22 -1.202
H 4.1546 -1.8708 -2.2355 -0.75 0.11 0.23 0.375
H 2.5163 -2.4776 -2.6656 0.22 0.20 0.46 0.372
H 3.0513 -2.4745 -0.9435 -0.01 0.18 -0.39 0.297
C 3.9042 0.6291 -1.0794 -0.08 0.16 -0.05 -1.105
H 4.7902 0.2989 -1.6535 -0.45 0.12 0.24 0.418
H 4.0482 0.4087 -0.0221 0.04 0.16 -0.24 0.304
H 3.7816 1.7142 -1.2145 0.05 -0.30 0.13 0.337
C 2.6655 0.2407 -3.4735 0.07 0.14 -0.59 -1.240
H 3.7228 0.1341 -3.7304 -0.06 -0.03 -0.02 0.460
H 2.3641 1.2749 -3.6235 -0.10 0.02 -0.13 0.329
H 2.0751 -0.4053 -4.1231 -0.11 0.14 -0.04 0.345
C -3.4785 -0.7328 1.2573 -0.68 0.11 -0.01 -1.080
H -4.3685 -0.1740 1.6025 0.25 -0.34 -0.13 0.392
H -2.9625 -1.1930 2.1259 -0.16 0.37 -0.57 0.294
H -3.7822 -1.5171 0.5400 0.09 0.40 0.30 0.360
C -1.8783 1.6951 1.5560 -0.05 0.51 0.11 -0.988
H -2.6683 1.8330 2.3176 0.36 -0.02 -0.38 0.357
H -1.7723 2.6276 0.9764 0.02 -0.27 0.30 0.427
H -0.9162 1.4624 2.0404 -0.29 -0.12 -0.24 0.035
C -3.1146 1.1170 -1.0086 -0.47 0.36 -0.14 -1.261
H -4.1150 1.4702 -0.7377 0.06 0.04 -0.05 0.443
H -3.1966 0.3797 -1.8120 0.10 0.07 0.13 0.284
H -2.5183 1.9649 -1.3610 -0.06 -0.21 -0.03 0.357
C -0.9390 0.5579 -3.8610 -0.50 -0.21 -0.69 0.020
C -2.0769 -0.5142 -5.7475 0.45 -0.90 0.72 -0.403
C -1.3917 -0.6499 -4.5507 0.65 1.01 1.09 -0.392
C -1.1791 1.8492 -4.4949 0.48 -1.18 1.17 -0.182
C -1.8730 1.8924 -5.6913 0.63 0.91 0.90 -0.489
C -2.3124 0.7308 -6.3026 0.17 0.11 0.30 -0.433
H -2.4173 -1.4342 -6.2185 -0.07 0.28 -0.20 0.341
H -1.1570 -1.6099 -4.0251 -0.42 0.84 -0.77 0.320
H -0.7814 2.7119 -3.9017 -0.57 -0.62 -0.94 0.278
H -2.0345 2.8933 -6.0922 -0.20 -0.38 -0.33 0.339
H -2.8313 0.8056 -7.2085 -0.71 0.04 -1.21 0.432
C 2.2293 -0.1333 1.7711 -2.74 -0.33 0.92 1.174
O 1.0641 0.3377 1.0997 1.41 0.04 -1.28 -0.538
C 2.0427 -1.6059 2.1961 2.04 -1.34 0.79 -1.253
H 2.2778 -1.6644 3.2978 -0.51 -0.24 -0.91 0.387
H 2.9029 -2.2047 1.7392 -1.21 0.39 0.37 0.351
H 1.1087 -2.1365 1.9773 0.17 0.65 -0.12 0.062
C 2.4348 0.7166 2.9954 0.04 1.61 0.55 -1.559
H 1.8276 0.3931 3.8304 -0.10 -0.18 0.33 0.233
H 2.2087 1.8192 2.8833 0.32 -1.18 -0.40 0.296
H 3.4953 0.6140 3.2089 0.15 0.20 0.80 0.440
O -1.1708 -0.5475 -0.0182 -2.88 0.85 0.98 -0.758
N -1.6820 -1.0697 3.7349 -0.37 -0.33 -0.08 -0.258
C -2.1258 -0.1051 4.5339 0.78 0.06 0.63 -0.224
C -1.4618 0.2431 5.7198 -0.31 -0.17 -0.51 -0.708
C -0.3152 -0.4654 6.0754 -0.02 -0.22 -0.40 -0.188
C 0.1235 -1.4960 5.2382 -0.55 0.01 -0.26 -0.712
C -0.6102 -1.7778 4.0755 0.21 0.36 0.71 -0.443
H -3.0354 0.4210 4.2268 0.27 -0.16 0.07 0.428
H -1.8656 1.0514 6.3182 0.16 -0.09 0.10 0.396
H 0.2297 -0.2262 6.9846 -0.09 -0.01 -0.14 0.394
H 0.9987 -2.0944 5.4589 -0.02 0.12 0.12 0.412
H -0.3269 -2.5967 3.4092 -0.10 0.36 0.26 0.655
```
Positions in Å, forces in eV/Å.

Values from the calculation:
HOMO energy (spin up / spin down), eV: -5.6 / -6.6
Total charge: 0
Frontier orbital gap (spin up / spin down), eV: 6.19 / 6.47
<S²>: 6.046
Maximum force, hartree/bohr: 0.062
LUMO energy (spin up / spin down), Eh: 0.022 / -0.006
Spin multiplicity: 5

---

The following is a quantum chemistry calculation of a cluster of 2 separate species, C2ClF3 in total in a non-equilibrium geometry, from OMol25.

Geometry as XYZ:
```
6
Properties=species:S:1:pos:R:3:forces:R:3:mulliken_charge:R:1
F -0.5597 -0.8367 -0.9877 -0.19 0.71 -0.20 -0.189
C -0.7962 0.3550 -0.5201 0.72 -2.80 -0.69 0.151
C -0.8092 1.1757 0.3393 -0.50 0.89 -0.08 0.239
F -1.1536 2.2839 0.8390 -0.03 1.19 0.97 -0.201
F 2.4423 -0.7941 -0.7302 0.61 -1.10 1.71 -0.189
Cl 2.9217 -1.6867 0.6476 -0.61 1.11 -1.71 0.188
```
Positions in Å, forces in eV/Å.

Values from the calculation:
HOMO energy, eV: -10.5
Total charge: 0
Energy relative to the best compared isomer or geometry (same formula, charge and spin), eV: 5.208
Frontier orbital gap, eV: 8.87
Maximum force, hartree/bohr: 0.058
LUMO energy, Eh: -0.059

---

The following is a quantum chemistry calculation of an isolated molecule of C15H20ClN3O, from OMol25.

Geometry as XYZ:
```
40
Properties=species:S:1:pos:R:3:forces:R:3:mulliken_charge:R:1
C -1.3519 3.1175 0.3296 0.14 -0.25 -0.11 -1.678
C -0.8300 1.6805 0.4261 0.20 0.29 0.20 0.948
C -0.3483 1.3559 1.8420 0.06 -0.02 -0.33 -1.467
N -1.8237 0.7207 -0.0395 -0.06 0.00 0.11 0.557
C -1.6424 -0.1257 -1.0731 0.41 0.21 -0.27 0.885
O -2.5314 -0.8022 -1.5516 -0.16 -0.22 -0.24 -0.634
C -0.2345 -0.2419 -1.7012 -0.41 -0.18 -0.34 -1.084
N 0.8151 -0.5459 -0.7667 0.15 -0.11 0.21 0.231
C 0.8355 -1.5746 0.1361 0.56 0.19 0.21 0.124
Cl -0.4561 -2.6630 0.2258 -0.18 -0.27 0.02 -0.133
N 1.8959 -1.6225 0.8804 -0.37 -0.53 0.20 -0.692
C 2.6682 -0.5647 0.4659 -0.33 0.42 -0.56 0.743
C 3.9098 -0.1338 0.9152 -0.09 0.01 -0.06 -0.814
C 4.4579 0.9777 0.3095 0.15 -0.01 0.11 -0.427
C 3.7991 1.6508 -0.7201 -0.04 0.09 -0.07 -0.873
C 2.5645 1.2383 -1.1817 -0.14 0.08 -0.15 -0.594
C 2.0051 0.1245 -0.5765 0.54 -0.11 0.40 0.901
C -3.1200 0.7062 0.6550 -0.34 -0.23 -0.09 0.169
C -3.4104 -0.6750 1.2391 0.05 0.17 0.02 -1.422
C -4.2550 1.1751 -0.2545 0.12 0.01 0.12 -1.455
H -2.1544 3.3102 1.0358 -0.11 0.03 0.09 0.340
H -0.5387 3.8057 0.5460 0.06 0.10 0.05 0.466
H -1.7165 3.3190 -0.6751 -0.04 0.07 -0.09 0.384
H 0.0306 1.6222 -0.2383 -0.12 0.00 0.06 -0.298
H -1.1346 1.5098 2.5763 -0.11 0.03 0.10 0.366
H 0.4894 2.0002 2.0965 0.08 0.08 0.08 0.441
H -0.0146 0.3232 1.9066 0.06 -0.11 0.04 0.311
H 0.0204 0.6786 -2.2315 0.03 -0.08 0.07 0.360
H -0.3201 -1.0490 -2.4385 -0.05 0.23 0.12 0.242
H 4.4149 -0.6599 1.7082 0.07 -0.07 0.11 0.453
H 5.4219 1.3391 0.6343 0.08 0.02 0.03 0.389
H 4.2670 2.5143 -1.1684 0.03 0.07 -0.04 0.392
H 2.0682 1.7641 -1.9846 -0.03 0.06 -0.08 0.409
H -3.0286 1.4103 1.4851 0.04 -0.05 -0.09 0.292
H -3.5479 -1.4001 0.4432 -0.03 -0.06 0.00 0.300
H -4.3174 -0.6339 1.8366 -0.10 0.00 0.09 0.460
H -2.5885 -0.9999 1.8732 0.05 -0.05 0.10 0.308
H -4.3867 0.4772 -1.0751 -0.04 0.00 -0.03 0.308
H -5.1787 1.2267 0.3160 -0.13 0.05 0.07 0.456
H -4.0408 2.1609 -0.6604 -0.02 0.12 -0.04 0.334
```
Positions in Å, forces in eV/Å.

Values from the calculation:
HOMO energy, eV: -8.7
Total charge: 0
Energy relative to the best compared isomer or geometry (same formula, charge and spin), eV: 0.000
Frontier orbital gap, eV: 9.39
Maximum force, hartree/bohr: 0.015
LUMO energy, Eh: 0.024